{
  "formula": "C11H25N2O7S2",
  "method": "the ωB97M-V functional and the def2-TZVPD basis",
  "homo_ev": -5.505,
  "molar_mass_g_mol": 361.46,
  "charge": -1,
  "fmax_ev_per_a": 0.282,
  "gap_ev": 8.26,
  "symbols": ["C", "C", "C", "C", "C", "C", "C", "S", "O", "O", "N", "S", "N", "O", "O", "H", "H", "H", "H", "H", "H", "H", "H", "H", "H", "H", "H", "H", "H", "H", "H", "H", "C", "C", "O", "C", "O", "O", "C", "H", "H", "H", "H", "H", "H", "H", "H"],
  "positions_angstrom": [[8.7380, -0.9354, 0.8938], [8.2010, 0.0086, -0.1832], [6.9373, 0.7560, 0.2617], [5.6555, 0.0503, -0.1665], [4.3859, 0.6751, 0.4009], [3.1499, -0.1883, 0.1450], [1.8548, 0.6076, 0.2124], [0.4446, -0.3151, -0.4375], [0.8205, -1.7139, -0.5369], [0.0981, 0.3138, -1.6960], [-0.6287, -0.0138, 0.6984], [-1.7565, -1.0559, 1.0729], [-2.4701, -1.4886, -0.3925], [-1.2546, -2.2602, 1.6890], [-2.7966, -0.3539, 1.7850], [9.3307, -0.3943, 1.6343], [9.3742, -1.7152, 0.4714], [7.9183, -1.4295, 1.4213], [7.9736, -0.5670, -1.0847], [8.9817, 0.7194, -0.4653], [6.9439, 0.8579, 1.3528], [6.9390, 1.7693, -0.1508], [5.6977, -1.0024, 0.1398], [5.6005, 0.0552, -1.2606], [4.2360, 1.6680, -0.0372], [4.5208, 0.8218, 1.4786], [3.1048, -1.0001, 0.8726], [3.2336, -0.6621, -0.8365], [1.5943, 0.8644, 1.2361], [1.9175, 1.5158, -0.3883], [-3.3269, -1.9785, -0.1400], [-1.8535, -2.1498, -0.8609], [-9.9333, 0.4088, -0.2609], [-9.0380, 0.0656, -1.4326], [-7.8780, 0.9044, -1.4836], [-6.8923, 0.5641, -0.6295], [-6.9284, -0.3834, 0.1149], [-5.9125, 1.4357, -0.7643], [-4.7698, 1.2252, 0.0999], [-10.2082, 1.4640, -0.2896], [-10.8456, -0.1886, -0.3035], [-9.4282, 0.2022, 0.6811], [-9.5467, 0.2501, -2.3781], [-8.7273, -0.9785, -1.3983], [-4.4040, 0.2084, 0.0354], [-5.0426, 1.4469, 1.1292], [-4.0105, 1.9159, -0.2494]],
  "lowdin_charge": [-0.1219, -0.2720, -0.2371, -0.2349, -0.2232, -0.2453, -0.2516, 0.4923, -0.3568, -0.3606, -0.3531, 0.4209, -0.0889, -0.3511, -0.3549, 0.0669, 0.0630, 0.0697, 0.1000, 0.0960, 0.1082, 0.1078, 0.1186, 0.1180, 0.1126, 0.1148, 0.1185, 0.1121, 0.0925, 0.0931, 0.0551, 0.0512, -0.0711, -0.2280, 0.0203, -0.6134, 0.1194, 0.0104, -0.0156, 0.0777, 0.0746, 0.0748, 0.1180, 0.1200, 0.0538, 0.0982, 0.1009]
}

=====

{
  "formula": "HNO4S",
  "method": "the ωB97M-V functional and the def2-TZVPD basis",
  "homo_ev": [-8.756, -9.688],
  "molar_mass_g_mol": 111.08,
  "fmax_ev_per_a": 4.712,
  "gap_ev": [7.35, 7.05],
  "s2": 2.13,
  "spin_multiplicity": 3,
  "symbols": ["N", "O", "O", "O", "O", "S", "H"],
  "positions_angstrom": [[0.3221, 0.9136, -0.4511], [-0.7149, 1.2810, 0.0863], [2.5323, -0.1846, -0.1564], [-1.3935, -0.8032, 0.2899], [-0.3086, -1.1851, -0.3421], [1.3506, -0.0209, 0.5881], [-1.7880, -0.0007, -0.0147]],
  "lowdin_charge": [-0.2356, -0.0922, -0.4467, -0.0969, -0.2430, 1.0602, 0.0544]
}

=====

{
  "formula": "C4H8NO",
  "method": "the ωB97M-V functional and the def2-TZVPD basis",
  "homo_ev": -15.413,
  "molar_mass_g_mol": 86.11,
  "charge": 1,
  "fmax_ev_per_a": 6.128,
  "gap_ev": 10.47,
  "symbols": ["C", "C", "C", "C", "N", "O", "H", "H", "H", "H", "H", "H", "H", "H"],
  "positions_angstrom": [[-0.2320, 1.3666, 0.7943], [0.5325, -0.0566, 0.6455], [1.3817, -0.8623, 1.4337], [-0.7301, 0.1448, -1.5653], [-0.0681, 0.4862, -0.3527], [-1.0532, -1.1914, -1.6513], [-1.0484, 1.0450, 1.5074], [-0.2139, 2.7403, 0.9577], [2.0558, -1.6120, 0.8432], [0.7504, -1.2773, 2.2105], [2.1730, -0.2600, 1.8388], [-1.7539, 0.8102, -1.7250], [0.0379, 0.5017, -2.4392], [-0.4255, -1.8659, -1.6632]],
  "lowdin_charge": [0.0130, -0.0638, 0.0226, -0.2176, 0.0001, 0.0296, 0.1025, 0.2421, 0.1515, 0.1248, 0.1119, 0.2128, 0.1898, 0.0807]
}